Record 1
7
Properties=species:S:1:pos:R:3:lowdin_charge:R:1 method="wB97M-V/def2-TZVPD" gap_ev="6.058 / 8.325" homo_ev="-5.36 / -11.31" multiplicity=3 total_charge=0 mol_weight_g_mol=74.04 s2=2.01
C 1.729 -0.068 0.146 -0.599
N 0.980 1.047 0.192 0.183
N 0.494 -0.191 0.814 0.034
O 2.720 -0.604 -0.187 0.162
O -0.433 -0.867 -0.015 -0.064
H 0.517 1.433 -0.623 0.119
H -1.145 -1.325 0.630 0.166



Record 2
8
Properties=species:S:1:pos:R:3:lowdin_charge:R:1 method="wB97M-V/def2-TZVPD" gap_ev=9.490 smiles="N=C=S.O=NO" homo_ev=-9.46 total_charge=0 mol_weight_g_mol=106.11
N 0.123 -2.452 0.582 0.133
C -0.739 -1.756 1.029 -0.926
S -2.043 -1.130 1.590 0.691
H 1.066 -2.331 0.277 0.077
O 1.132 0.456 -0.079 0.025
N 0.042 0.924 -0.021 -0.117
O -0.033 2.221 -0.482 0.012
H -0.957 2.501 -0.389 0.105



Record 3
8
Properties=species:S:1:pos:R:3:lowdin_charge:R:1 method="wB97M-V/def2-TZVPD" gap_ev=9.017 smiles="NC(=S)n1oo1" homo_ev=-9.16 total_charge=0 mol_weight_g_mol=106.11
N -0.051 -0.011 -0.280 0.079
C -0.611 -0.292 -1.459 -0.949
S 0.210 -0.687 -2.785 0.705
N -2.077 -0.540 -1.483 -0.047
O -2.586 0.085 -0.401 -0.061
O -2.704 0.744 -1.615 0.018
H -0.665 0.707 0.258 0.153
H 0.929 0.154 -0.139 0.102



Record 4
8
Properties=species:S:1:pos:R:3:lowdin_charge:R:1 method="wB97M-V/def2-TZVPD" gap_ev="6.938 / 6.873" homo_ev="-7.04 / -10.95" multiplicity=3 total_charge=0 mol_weight_g_mol=106.11 s2=2.01
C -1.600 0.881 -0.008 -0.413
N -1.743 1.947 0.377 0.116
N 1.625 -0.457 -0.356 0.032
O -0.592 -0.868 1.320 -0.292
O 0.340 -0.763 -1.063 -0.502
S -1.083 -0.823 -0.221 0.937
H 1.244 -0.474 0.584 0.015
H 1.810 0.558 -0.633 0.108



Looking at ΔE to the lowest compared entry with this formula, charge and spin for the records above, in order, we have 126.06; 108.29; 189.79; 106.74 kcal/mol.